The following is a DFT calculation (ωB97M-V/def2-TZVPD) of a cluster of 2 separate species, C6H8INO in total in a non-equilibrium geometry.

Structure (XYZ):
```
17
C6H8INO | the Open Molecules 2025 dataset | ωB97M-V/def2-TZVPD
C -2.66545 -1.80694 1.52082
C -2.32401 -0.96574 0.63052
C -1.16858 -0.99103 -0.29059
C 0.24528 -0.29454 -0.13308
C -0.78602 0.15647 -1.12095
I -0.22171 0.08917 -3.20928
H -3.52696 -1.76706 2.20420
H -1.96050 -2.55927 1.87854
H -3.07957 -0.15118 0.18807
H -1.09877 -1.96520 -0.82227
H 0.51775 0.40066 0.60370
H 1.12985 -0.81928 -0.39791
H -1.31463 1.00936 -1.01456
N 3.07509 -0.40230 -1.74653
C 3.03039 -0.30960 -2.92705
O 2.83050 -0.43312 -4.04826
H 3.58231 -0.09704 -0.95672
```

SMILES	C=C[C@@H]1C[C@H]1I.N=C=O
HOMO-LUMO gap	9.81	eV
molar mass	237.04	u
2S+1	1
highest occupied orbital energy	-0.3335	Eh
energy above the lowest of the compared OMol25 structures with the same formula, charge and spin	133.73	kJ/mol
E	-661.017683	Ha